DFT (ωB97M-V/def2-TZVPD) results for a single C5H8O molecule in a non-equilibrium geometry.

Calculated values
**Total charge**: 0
**Energy relative to the best compared isomer or geometry (same formula, charge and spin)**: 28.9 kcal per mole
**Largest force on an atom**: 1.58 eV/Å
**M**: 84.12 Da
**SMILES**: CC1(C=O)CC1
**E_tot**: -270.51176 Ha
**E_HOMO**: -0.358 Ha
**E_LUMO**: 0.96 eV

Last column: natural (NBO) charge in e.
CARTESIAN COORDINATES (ANGSTROEM)
C: 1.36 0.31 0.67  -0.6011
C: 0.05 0.10 0.01  -0.1902
C: -0.43 1.38 -0.57  0.4591
O: -0.10 2.53 -0.37  -0.5258
C: -0.34 -1.14 -0.76  -0.3961
C: -1.04 -0.81 0.51  -0.3926
H: 1.87 -0.63 0.90  0.2121
H: 1.97 0.91 -0.07  0.2238
H: 1.30 0.93 1.57  0.2270
H: -1.23 1.25 -1.30  0.0881
H: -0.88 -1.03 -1.70  0.2209
H: 0.37 -1.97 -0.76  0.2255
H: -0.82 -1.39 1.40  0.2276
H: -2.07 -0.44 0.45  0.2218